P:
25
Properties=species:S:1:pos:R:3 method="wB97M-V/def2-TZVPD" total_charge=+1 orbital_gap_ha=0.36728 e_lumo_ev=-2.758
C 0.18897 -0.84098 -1.71301
N 1.48021 -0.95063 -1.03893
C 2.45402 0.13646 -1.06601
C -0.60153 0.29130 -1.11484
N -0.46841 0.38422 0.35366
C -1.13712 -0.74475 1.15266
C -2.64287 -0.72346 0.94683
H -0.25937 -1.81790 -1.51670
H 0.25259 -0.72312 -2.79260
H 1.87352 -1.85889 -1.23536
H 1.95688 1.09441 -0.95424
H 3.08067 0.14187 -1.95933
H 3.11308 0.00680 -0.21302
H -1.63952 0.35778 -1.43291
H -0.15875 1.22431 -1.47808
H -0.89425 1.23114 0.69816
H 0.51966 0.30086 0.58986
H -0.87237 -0.46020 2.16334
H -0.66012 -1.65131 0.80888
H -2.99173 -1.67625 0.57468
H -3.14265 -0.61200 1.90445
H -2.97556 0.05106 0.26232
H 1.82856 2.60533 2.02032
H 0.66522 2.17156 2.96180
O 1.03087 2.06241 2.07808

---

Q:
25
Properties=species:S:1:pos:R:3 method="wB97M-V/def2-TZVPD" total_charge=+1 orbital_gap_ha=0.21023 e_lumo_ev=-6.323
C -0.04919 -0.88080 -1.75993
C -1.22476 -1.32544 -1.11364
C 0.54468 -1.46963 -0.51900
C 0.05724 -1.25395 1.14146
C 1.21200 -0.66174 1.88377
N 1.27633 0.81065 1.69636
N -0.51645 2.33930 -1.94231
H 0.29173 0.22906 -1.88551
H 0.12142 -1.42890 -2.71579
H -1.61362 -2.29434 -1.53087
H -2.14411 -0.77612 -0.91381
H 0.70553 -2.55647 -0.68530
H 1.57310 -1.17349 -0.50885
H -0.10667 -2.28044 1.46343
H -0.78874 -0.49817 1.17706
H 1.34746 -0.92525 2.93875
H 2.05977 -1.19646 1.44552
H 1.86801 1.08354 2.50729
H -0.22660 1.45389 -0.18968
H -0.17471 3.20859 -1.55159
H -1.15211 1.81139 -1.25187
H -1.01187 2.74145 -2.78622
H -1.12424 2.36626 1.61399
H 0.13314 1.23142 1.69464
O -1.05734 1.44562 1.79209

---

Least stable structure: Q

---

P:
25
Properties=species:S:1:pos:R:3 method="wB97M-V/def2-TZVPD" total_charge=+1 orbital_gap_ha=0.33167 e_lumo_ev=-2.724
C 0.95995 1.60141 -0.19205
N 1.82116 0.41268 -0.40312
C 3.21508 0.62312 -0.00411
C -0.16776 1.18414 0.92186
N -0.61031 -0.18156 0.79956
C -1.88750 -0.45614 -0.00292
C -3.10643 -1.09815 0.81410
H 0.38461 1.71550 -1.18096
H 1.46292 2.50351 0.13233
H 1.54889 -0.46825 -0.83153
H 3.42067 1.40902 0.71273
H 3.71302 0.88593 -0.97716
H 3.75409 -0.34484 0.34118
H -0.97379 1.92755 0.74161
H 0.19449 1.52191 1.87371
H -0.70762 -0.50054 1.74553
H 0.10574 -0.75326 0.32412
H -1.86027 -1.19257 -0.81923
H -2.26193 0.49289 -0.42471
H -3.46278 -2.04802 0.27618
H -2.89138 -1.27575 1.94686
H -3.96342 -0.49885 0.85604
H 0.93377 -2.37425 -2.19113
H -0.05296 -1.43608 -2.60109
O 0.43177 -1.64941 -1.85781

---

Q:
25
Properties=species:S:1:pos:R:3 method="wB97M-V/def2-TZVPD" total_charge=+1 orbital_gap_ha=0.38000 e_lumo_ev=-2.724
C -0.32049 -1.74041 -0.69922
N -0.72972 -0.57084 -1.46756
C -1.77162 -0.81280 -2.45271
C -0.33597 -1.43173 0.78397
N 0.38220 -0.11189 0.93497
C 0.26291 0.39686 2.31611
C 0.90846 1.76922 2.41663
H 0.63843 -2.15664 -0.98905
H -1.09077 -2.53143 -0.84148
H 0.02695 -0.15238 -2.00489
H -2.76399 -0.62567 -2.01185
H -1.75989 -1.73408 -3.02796
H -1.76845 0.08039 -3.14110
H -0.03777 -2.25454 1.41054
H -1.32024 -1.10946 1.14489
H -0.14277 0.54601 0.31851
H 1.34602 -0.01371 0.60506
H 0.58754 -0.36152 3.02847
H -0.82417 0.60172 2.58574
H 0.62335 2.38235 1.58564
H 0.58001 2.22386 3.33717
H 2.02128 1.66247 2.50796
H 2.10297 1.98993 -1.98793
H 0.68167 2.51535 -1.56148
O 1.33906 1.82752 -1.42454

---

Least stable structure: P

---

P:
22
Properties=species:S:1:pos:R:3 method="wB97M-V/def2-TZVPD" total_charge=0 orbital_gap_ha=0.31348 e_lumo_ev=0.511 smiles=CCSSC.O.O.O
C 1.93092 -1.11082 0.85531
C 1.19852 0.13512 1.39816
S 0.77648 1.19490 -0.02150
S -1.15555 1.28758 0.26031
C -2.23577 -0.06768 -0.35902
H 2.63920 -1.56668 1.43926
H 2.35079 -0.93050 -0.15285
H 1.09837 -1.83113 0.67082
H 0.29381 -0.19013 1.98951
H 1.87039 0.71044 2.09016
H -2.07129 -0.74790 0.44136
H -3.24664 0.32248 -0.36144
H -2.03890 -0.67143 -1.25209
O 1.94602 -0.72954 -2.82835
H 2.76880 -0.22871 -2.75052
H 1.25463 -0.39504 -3.48060
O -0.43724 -2.14764 -1.98156
H -0.65381 -2.95671 -2.59890
H 0.44177 -1.90369 -2.07898
O -1.64964 0.04506 2.82933
H -0.71149 -0.17420 2.98331
H -2.16580 -0.23932 3.71801

---

Q:
22
Properties=species:S:1:pos:R:3 method="wB97M-V/def2-TZVPD" total_charge=0 orbital_gap_ha=0.30685 e_lumo_ev=0.051 smiles=CCCSS.O.O.O
C -2.41584 -0.11820 -1.37889
C -1.35641 0.37115 -0.33923
C -0.72882 1.73830 -0.70747
S 0.85316 1.63648 -1.62559
S 2.29239 1.45276 -0.10179
H -2.00561 -0.30891 -2.36343
H -3.10679 -0.81623 -0.88762
H -3.03022 0.80512 -1.43813
H -0.53683 -0.39254 -0.22577
H -1.79784 0.58325 0.63702
H -0.48000 2.13011 0.25564
H -1.55336 2.29250 -1.23065
H 3.06167 0.45251 -0.55640
O -0.25665 -2.93937 1.93435
H -0.86384 -3.51529 2.41763
H 0.43106 -2.71866 2.57197
O 1.47051 -2.98330 0.09965
H 0.61148 -3.41840 0.04628
H 1.17399 -2.35438 0.75909
O -2.54632 -0.59714 2.61618
H -2.82585 -0.98145 1.76552
H -2.81051 -1.43234 3.04540

---

Least stable structure: P

---

P:
22
Properties=species:S:1:pos:R:3 method="wB97M-V/def2-TZVPD" total_charge=0 orbital_gap_ha=0.33646 e_lumo_ev=1.116 smiles=C1C[C@@H]2[C@H]3CNC[C@@H]1[C@H]23
C 1.86906 1.10089 0.02499
C 2.18129 -0.39108 -0.38684
C 1.12201 -1.29612 0.31683
C -0.35187 -1.28652 -0.32854
C -1.84729 -1.07216 -0.01642
N -2.14067 0.41343 -0.21066
C -1.13007 1.52068 0.19938
C 0.32005 0.98037 -0.06408
C 0.13266 -0.28339 0.64682
H 2.24206 1.31202 1.03248
H 2.30131 1.80266 -0.68990
H 2.07644 -0.52040 -1.49392
H 3.16990 -0.65126 -0.00644
H 1.35874 -2.02795 1.10069
H -0.16144 -1.01543 -1.39872
H -2.04937 -1.33730 1.04208
H -2.55868 -1.60289 -0.65923
H -2.39319 0.51108 -1.18082
H -1.27866 2.48397 -0.29310
H -1.34147 1.74355 1.25461
H 0.20290 1.00948 -1.19070
H -0.35887 -0.23750 1.60475

---

Q:
22
Properties=species:S:1:pos:R:3 method="wB97M-V/def2-TZVPD" total_charge=0 orbital_gap_ha=0.32523 e_lumo_ev=1.057 smiles="CN1C[C@H]2C=C[C@@H]1CC2"
C -0.93171 0.80176 -2.08398
N 0.07536 0.60711 -1.05866
C 0.66409 -0.67569 -1.11619
C 0.83834 -1.21797 0.39622
C 1.60559 -0.17733 1.20977
C 1.21640 1.13369 0.97402
C -0.11767 1.18455 0.34055
C -0.97179 0.21530 1.13772
C -0.59548 -1.23629 1.01506
H -0.37361 1.05853 -2.96354
H -1.62317 -0.04436 -2.30660
H -1.50720 1.67241 -1.90757
H 1.63150 -0.64958 -1.60174
H 0.07650 -1.34739 -1.61563
H 1.31008 -2.25501 0.47254
H 2.56868 -0.44509 1.83898
H 1.65383 1.96059 1.37613
H -0.58653 2.13235 0.36982
H -1.95486 0.24535 0.81480
H -1.07177 0.47281 2.14094
H -0.55782 -1.69762 2.08646
H -1.34874 -1.73812 0.48091

---

Least stable structure: P